(1)
{
  "formula": "C2H4N2",
  "method": "ωB97M-V with the def2-TZVPD basis set",
  "elements": ["H", "C", "H", "N", "H", "C", "N", "H"],
  "positions_angstrom": [[-1.1806, 0.0218, -0.9558], [0.7633, -0.5661, -1.0106], [1.7865, -0.8168, -0.7582], [0.5869, 1.9114, 2.5253], [-0.0511, 2.7752, 2.4970], [-0.2394, -0.0474, -0.3905], [0.6596, 0.9974, 1.7573], [0.2807, -1.0565, -1.9340]],
  "atomic_forces_ev_per_a": [[-0.1312, 0.3137, 0.9873], [-0.2091, -2.0060, -1.8505], [-0.1064, 0.3513, 0.1738], [0.2692, -1.5752, -1.2214], [0.2167, -1.0971, -0.6681], [-1.2503, 0.9998, -0.1218], [-0.3311, 2.5179, 1.9128], [1.5423, 0.4956, 0.7880]],
  "orbital_gap_ev": [9.0, 8.7],
  "charge": 0,
  "total_energy_ev": -5113.1731,
  "relative_energy_ev": 5.7870
}



(2)
{
  "formula": "C2H4N2",
  "method": "ωB97M-V with the def2-TZVPD basis set",
  "elements": ["H", "C", "N", "H", "N", "C", "H", "H"],
  "positions_angstrom": [[-1.5050, -1.1367, 0.6283], [0.3321, -0.2575, 0.2264], [1.4998, -0.6742, 0.3167], [2.1546, 1.0357, -1.1087], [1.5348, 0.7458, -0.1435], [-1.1048, -0.2229, 0.1885], [-1.4425, -0.1354, -0.8433], [-1.4688, 0.6450, 0.7355]],
  "atomic_forces_ev_per_a": [[-0.1280, 0.0176, -0.0107], [3.7500, 2.0246, -2.4522], [-0.7073, -0.9696, 0.2293], [-2.9494, -2.4079, 2.1976], [0.5058, 1.7292, -0.2501], [-0.5444, -0.3976, 0.2784], [0.0736, -0.0308, -0.0495], [-0.0004, 0.0345, 0.0572]],
  "smiles": "CC1=NN1",
  "orbital_gap_ev": 9.2,
  "charge": 0,
  "total_energy_ev": -5114.5502,
  "relative_energy_ev": 4.4099
}



(3)
{
  "formula": "C2H4N2",
  "method": "ωB97M-V with the def2-TZVPD basis set",
  "elements": ["C", "N", "H", "H", "C", "H", "H", "N"],
  "positions_angstrom": [[-0.0282, 0.0743, 0.3732], [0.9074, 0.7830, -0.1777], [0.6750, 1.6740, -0.7096], [0.0114, -2.5732, -0.3882], [-1.3487, 0.0196, 0.0323], [0.4684, -0.8436, 0.7827], [1.8062, 0.7054, 0.1542], [-2.4916, 0.1606, -0.0669]],
  "atomic_forces_ev_per_a": [[0.5294, -4.3254, 1.8125], [-0.4415, 4.9062, -3.7315], [0.5373, -1.7792, 1.0793], [-0.0075, 0.0332, -0.0318], [-0.8048, 0.7752, 0.2118], [-1.2075, 0.6610, 0.2921], [2.1135, -0.0747, 0.7151], [-0.7189, -0.1961, -0.3476]],
  "orbital_gap_ev": [10.9, 6.7],
  "charge": 0,
  "total_energy_ev": -5114.1185,
  "relative_energy_ev": 4.8416
}



(4)
{
  "formula": "C2H4N2O",
  "method": "ωB97M-V with the def2-TZVPD basis set",
  "elements": ["N", "N", "H", "C", "H", "C", "H", "H", "O"],
  "positions_angstrom": [[0.1968, 1.5591, 0.0326], [1.2971, -0.4590, 0.0126], [-1.0776, -1.6269, 0.3289], [0.1383, 0.2810, -0.0821], [1.4219, -1.4458, -0.2162], [-1.1717, -0.5104, -0.0120], [-0.7425, 2.0354, -0.0155], [2.1696, 0.0520, -0.0124], [-2.2318, 0.1146, -0.0360]],
  "atomic_forces_ev_per_a": [[-1.0398, -0.3179, -0.6007], [0.5433, -0.5492, -0.2145], [-0.3583, 1.5327, -0.8932], [0.2412, 0.6826, 0.5622], [-0.7298, 0.6812, 0.0583], [-1.5158, 0.9251, 1.1550], [1.1184, -1.1101, 0.1408], [-0.3375, 0.1394, 0.0433], [2.0783, -1.9838, -0.2512]],
  "smiles": "[H]/N=C(/N)C=O",
  "orbital_gap_ev": 9.4,
  "charge": 0,
  "total_energy_ev": -7165.6698,
  "relative_energy_ev": 0.8098
}



(5)
{
  "formula": "C2H4N2O",
  "method": "ωB97M-V with the def2-TZVPD basis set",
  "elements": ["H", "O", "C", "N", "C", "H", "N", "H", "H"],
  "positions_angstrom": [[-1.1158, 1.1744, 0.9581], [-0.7211, -1.5080, -0.2298], [0.2460, -0.6053, -0.4493], [2.1073, -0.4631, 1.2308], [1.2236, -0.5424, 0.5184], [0.0907, 1.9588, 0.2283], [-0.7700, 1.4876, 0.0318], [-1.5682, -1.2291, -0.7956], [0.5075, -0.2729, -1.4927]],
  "atomic_forces_ev_per_a": [[0.3234, 0.1752, -0.4471], [-2.9244, 0.8726, -1.8755], [-1.7054, 1.9564, -1.7585], [1.4537, 0.1450, 1.4067], [0.1267, -0.0992, -0.3150], [0.7996, 0.4775, 0.2772], [-0.4044, -2.1254, -0.2271], [2.7517, -0.9484, 1.6753], [-0.4210, -0.4537, 1.2640]],
  "orbital_gap_ev": [9.7, 8.3],
  "charge": 0,
  "total_energy_ev": -7162.5831,
  "relative_energy_ev": 3.8966
}



(6)
{
  "formula": "C2H4N2O",
  "method": "ωB97M-V with the def2-TZVPD basis set",
  "elements": ["H", "H", "C", "C", "H", "O", "N", "N", "H"],
  "positions_angstrom": [[-0.1321, 1.7877, -0.5189], [-0.7625, -0.2565, 1.4871], [1.0636, -0.8442, -0.2520], [-0.7989, 1.2570, 0.1935], [1.2518, -0.0956, 0.6002], [-1.9742, 1.5499, 0.3018], [-0.1365, 0.2967, 0.9026], [0.4833, -1.5402, -1.0476], [1.0056, -2.1548, -1.6667]],
  "atomic_forces_ev_per_a": [[-0.1336, -0.0345, 0.0642], [0.0775, 0.0244, -0.0450], [-0.3150, -0.6030, -0.6698], [0.0012, -0.0437, 0.0663], [-0.0454, 0.0078, -0.0192], [0.3117, -0.0738, -0.0491], [-0.2869, 0.1497, 0.0133], [0.3945, 0.5344, 0.5922], [-0.0039, 0.0387, 0.0472]],
  "orbital_gap_ev": 9.7,
  "charge": 0,
  "total_energy_ev": -7162.7258,
  "relative_energy_ev": 3.7538
}



(7)
{
  "formula": "C2H4N2O",
  "method": "ωB97M-V with the def2-TZVPD basis set",
  "elements": ["N", "H", "H", "C", "H", "H", "O", "C", "N"],
  "positions_angstrom": [[1.6007, -0.2746, -0.1368], [2.0554, -0.1427, 0.7686], [0.2364, 2.1426, 0.0043], [-0.5304, -0.0556, -0.0143], [-2.3656, 0.5050, -0.0715], [0.3157, -1.8838, -0.5162], [-1.8598, -0.3119, -0.0197], [0.1562, 1.0919, -0.0994], [0.3915, -1.0708, 0.0849]],
  "atomic_forces_ev_per_a": [[-2.8248, 2.8805, -0.4456], [-0.3835, -0.1893, 0.1703], [-0.1206, 0.4427, 0.0777], [-0.1855, 0.3533, -0.1215], [0.1289, 0.0965, -0.0409], [-0.0126, 0.2130, -0.0737], [0.3522, -0.4049, 0.1083], [3.1761, -3.2525, -0.1607], [-0.1302, -0.1393, 0.4861]],
  "orbital_gap_ev": 9.1,
  "charge": 0,
  "total_energy_ev": -7161.9619,
  "relative_energy_ev": 4.5177
}



(8)
{
  "formula": "C2H4N2O",
  "method": "ωB97M-V with the def2-TZVPD basis set",
  "elements": ["C", "O", "H", "H", "N", "H", "C", "H", "N"],
  "positions_angstrom": [[0.4790, -2.6714, 0.2426], [0.0376, -0.1020, -1.8221], [-0.0525, 2.2597, -0.6946], [-0.3717, -3.0554, 0.7137], [-0.4512, 0.1586, -0.7537], [-1.5305, 1.5830, -0.0112], [-0.5302, 1.3805, -0.2167], [-0.0354, 1.2855, 0.7323], [1.4375, -2.4355, -0.3539]],
  "atomic_forces_ev_per_a": [[1.7441, 0.0091, -1.2079], [0.0747, 1.3648, 0.3186], [-0.1925, -0.4889, -0.4612], [-0.7955, -0.0289, 0.5023], [-0.4585, -5.4178, -1.5817], [-1.8699, 0.3020, 0.4333], [2.2562, 4.4033, 0.4430], [0.1090, -0.0879, 0.8160], [-0.8676, -0.0557, 0.7376]],
  "smiles": "CN=O.C#N",
  "orbital_gap_ev": 9.2,
  "charge": 0,
  "total_energy_ev": -7162.5216,
  "relative_energy_ev": 3.9580
}



(9)
{
  "formula": "C2H4N2O",
  "method": "ωB97M-V with the def2-TZVPD basis set",
  "elements": ["H", "C", "N", "H", "C", "O", "H", "N", "H"],
  "positions_angstrom": [[-1.5012, 0.4015, -1.0482], [-0.3474, -0.8302, 0.4423], [1.1266, 0.9836, 0.9366], [0.1697, 0.0597, -1.5625], [-0.5301, -0.0750, -0.8050], [1.6919, 1.6792, 0.0670], [0.5019, -1.5195, 0.2930], [0.0207, 0.4498, 0.6148], [-1.1319, -1.1490, 1.0620]],
  "atomic_forces_ev_per_a": [[0.6545, -0.5081, 0.4269], [1.6225, -3.7616, -0.5688], [3.6841, 1.6377, -1.1325], [1.4223, -0.5782, -0.9721], [-1.7858, 2.9135, 2.1588], [-1.3397, -1.0561, 1.6135], [-0.4782, -0.1247, 0.7105], [-2.5977, 2.3207, -2.5797], [-1.1820, -0.8431, 0.3434]],
  "smiles": "O=NN1CC1",
  "orbital_gap_ev": 9.9,
  "charge": 0,
  "total_energy_ev": -7161.7878,
  "relative_energy_ev": 4.6918
}



(10)
{
  "formula": "C2H4N2O",
  "method": "ωB97M-V with the def2-TZVPD basis set",
  "elements": ["C", "C", "H", "N", "H", "N", "H", "H", "O"],
  "positions_angstrom": [[-0.5876, -1.3564, -1.3902], [0.1850, -0.0272, 0.5816], [0.1956, -0.8504, -1.8182], [-1.1626, -2.4158, -1.7453], [-0.1558, -0.1537, 1.5727], [-0.6823, -1.0636, -0.0463], [-0.1017, 0.8663, -0.0679], [1.1836, -0.3471, 0.5026], [-1.2308, -1.9104, 0.7036]],
  "atomic_forces_ev_per_a": [[-1.2733, -2.5880, 1.5068], [-2.4669, -0.0872, -2.7128], [1.4606, 1.3946, -1.9882], [0.0381, 0.3252, -1.4068], [-0.1960, 1.0929, 1.2601], [0.4221, 0.4442, 1.2500], [0.9281, -0.4752, 1.7397], [1.4734, -0.0140, -0.2110], [-0.3861, -0.0925, 0.5622]],
  "orbital_gap_ev": [9.8, 8.0],
  "charge": 0,
  "total_energy_ev": -7161.2611,
  "relative_energy_ev": 5.2186
}



(11)
{
  "formula": "C2H4N2O",
  "method": "ωB97M-V with the def2-TZVPD basis set",
  "elements": ["N", "H", "O", "H", "N", "C", "H", "C", "H"],
  "positions_angstrom": [[0.9653, -1.5483, 0.6341], [-0.2979, -2.0091, -0.2712], [-0.2910, 0.6139, 0.6462], [-1.2005, 1.6995, -0.8618], [0.7483, -1.0497, 2.0361], [-0.4030, 1.0323, -0.7898], [0.5741, 1.5226, -1.0030], [0.3526, -0.3974, 1.0243], [-0.4478, 0.1361, -1.4149]],
  "atomic_forces_ev_per_a": [[-2.0212, -0.1579, -3.7296], [2.1502, 0.1262, 2.2704], [-1.3683, 1.9778, -0.9275], [-1.3047, 0.7570, 0.0313], [-1.3406, 0.1358, 0.7700], [3.3420, -1.7157, 0.8449], [-0.8585, -0.0842, 0.0173], [1.8300, -1.2733, 0.5890], [-0.4290, 0.2343, 0.1344]],
  "orbital_gap_ev": [8.6, 8.6],
  "charge": 0,
  "total_energy_ev": -7160.1874,
  "relative_energy_ev": 6.2923
}



(12)
{
  "formula": "C2H4N2O2",
  "method": "ωB97M-V with the def2-TZVPD basis set",
  "elements": ["O", "H", "C", "O", "C", "H", "N", "H", "H", "N"],
  "positions_angstrom": [[-0.2343, -2.3310, -1.5878], [1.5070, -0.4010, 0.8196], [0.5031, -0.6352, 0.4948], [1.5799, -2.9998, -0.7351], [-0.3107, 0.3135, -0.3608], [-0.1390, -0.8392, 1.3398], [0.3338, 1.2876, -0.8348], [-1.3142, -0.0391, -0.6450], [-0.2385, 1.9635, -1.3696], [0.6526, -2.2560, -0.8130]],
  "atomic_forces_ev_per_a": [[-1.4117, 0.4807, -0.8377], [0.2137, 0.0669, -0.6609], [-1.4254, -0.8816, -1.6280], [0.6897, 0.1702, 0.6154], [1.7620, -1.2797, -0.5145], [0.0489, -1.2593, 0.2333], [-0.5124, 1.3251, -0.0845], [0.1026, 0.4761, 0.3929], [0.1669, -0.6741, 0.0979], [0.3655, 1.5758, 2.3863]],
  "orbital_gap_ev": 9.2,
  "charge": 0,
  "total_energy_ev": -9208.8068,
  "relative_energy_ev": 6.4160
}